#A
This record from the Open Molecules 2025 dataset describes one molecule with the formula C22H27N3O5S. The level of theory is ωB97M-V with the def2-TZVPD basis set.

Results
**SMILES**: CCOC(=O)c1c(NC(=O)CN2CCN(C(=O)c3ccco3)CC2)sc2c1CCCC2
**HOMO**: -7.9 eV
**Multiplicity**: 1

Geometry as XYZ:
```
58
Properties=species:S:1:pos:R:3:mulliken_charge:R:1
C -0.22 -4.13 -0.87 -1.5510
C -0.52 -2.75 -0.32 0.2350
H -1.18 -2.18 -1.00 0.1003
H -1.01 -2.81 0.66 0.2427
O 0.71 -2.04 -0.17 -0.2386
C 0.62 -0.77 0.20 0.9005
O -0.46 -0.25 0.46 -0.6706
C 1.88 -0.05 0.26 -0.8423
C 1.88 1.33 0.42 -0.0136
N 0.75 2.09 0.55 0.2917
C 0.77 3.44 0.42 0.8603
O 1.81 4.06 0.35 -0.6619
C -0.60 4.13 0.36 -1.1026
N -1.75 3.37 -0.07 -0.0229
C -2.41 2.56 0.94 -0.1779
H -2.57 3.18 1.82 0.4022
C -3.76 2.09 0.38 -1.2718
N -3.52 1.33 -0.82 0.0861
C -3.33 -0.01 -0.92 0.4490
O -2.94 -0.53 -1.96 -0.7531
C -3.67 -0.89 0.21 0.7500
C -3.89 -2.24 0.13 -0.5687
C -4.09 -2.70 1.45 -0.4699
C -3.97 -1.60 2.24 -0.7138
O -3.72 -0.51 1.51 -0.2493
H -4.03 -1.47 3.30 0.5050
H -4.29 -3.70 1.76 0.4794
H -3.91 -2.81 -0.78 0.6348
C -2.94 2.18 -1.85 -1.4057
H -2.81 1.59 -2.75 0.5219
C -1.59 2.70 -1.35 0.0010
H -1.19 3.43 -2.06 0.5175
H -0.91 1.84 -1.31 0.0965
H -3.63 3.01 -2.04 0.3713
H -4.29 1.50 1.12 0.5532
H -4.37 2.96 0.11 0.3965
H -1.85 1.66 1.24 0.2325
H -0.47 4.98 -0.31 0.4158
H -0.81 4.53 1.36 0.3340
H -0.09 1.52 0.60 -0.2341
S 3.45 2.02 0.37 -0.3665
C 4.15 0.43 0.16 0.6894
C 3.21 -0.55 0.10 0.1317
C 3.59 -1.99 -0.07 -0.0912
C 5.05 -2.13 -0.52 -0.9648
C 5.95 -1.23 0.32 -0.7700
C 5.62 0.24 0.06 -0.7053
H 6.13 0.88 0.77 0.4148
H 5.96 0.52 -0.94 0.3012
H 7.00 -1.42 0.08 0.3560
H 5.80 -1.46 1.38 0.3157
H 5.36 -3.17 -0.44 0.3691
H 5.13 -1.83 -1.57 0.3630
H 2.93 -2.46 -0.80 0.2004
H 3.44 -2.51 0.88 0.2281
H -1.14 -4.68 -0.98 0.4419
H 0.45 -4.66 -0.20 0.3322
H 0.26 -4.04 -1.84 0.3251
```

#B
This record from the Open Molecules 2025 dataset describes one molecule with the formula C22H27N3O5S. The level of theory is ωB97M-V with the def2-TZVPD basis set.

Results
**SMILES**: CCN(C(=O)COC(=O)/C=C/c1c(C)nn(-c2ccccc2)c1C)[C@H]1CCS(=O)(=O)C1
**HOMO**: -8.6 eV
**Multiplicity**: 1

Geometry as XYZ:
```
58
Properties=species:S:1:pos:R:3:mulliken_charge:R:1
C -2.02 -0.17 1.35 -1.1380
H -2.31 0.85 1.59 0.4838
H -1.28 -0.14 0.56 0.1350
H -1.57 -0.61 2.24 0.3688
C -3.23 -1.01 0.93 -0.9959
N -3.76 -0.62 -0.36 0.2386
C -3.42 -1.20 -1.54 0.9972
O -3.96 -0.88 -2.59 -0.6720
C -2.40 -2.33 -1.55 -1.0072
H -2.79 -3.20 -1.01 0.4504
H -2.26 -2.60 -2.60 0.3119
O -1.13 -1.98 -1.02 -0.1954
C -0.62 -2.78 -0.05 0.0893
O -1.24 -3.70 0.42 -0.6454
C 0.73 -2.39 0.35 -0.6695
C 1.40 -1.37 -0.20 0.1558
C 2.72 -0.92 0.12 0.3896
C 3.33 0.21 -0.43 0.4528
N 4.56 0.29 0.13 0.7970
N 4.78 -0.72 0.98 -1.1099
C 3.69 -1.45 1.01 0.7893
C 3.63 -2.65 1.88 -1.3560
H 3.41 -3.54 1.30 0.3482
H 2.85 -2.54 2.64 0.3192
H 4.59 -2.78 2.38 0.3599
C 5.58 1.23 -0.08 0.2756
C 6.90 0.78 -0.11 -0.3911
C 7.92 1.69 -0.30 -0.5880
C 7.65 3.03 -0.47 -0.3920
C 6.34 3.48 -0.42 -0.6988
C 5.30 2.59 -0.22 -0.2340
H 4.29 2.95 -0.15 0.4396
H 6.12 4.53 -0.53 0.3695
H 8.45 3.74 -0.62 0.3853
H 8.95 1.34 -0.32 0.3672
H 7.09 -0.27 0.04 0.4524
C 2.83 1.12 -1.49 -1.8738
H 2.20 0.58 -2.18 0.5058
H 2.24 1.93 -1.06 0.2959
H 3.66 1.56 -2.04 0.4711
H 0.90 -0.80 -0.97 0.4344
H 1.14 -3.01 1.13 0.3512
C -4.83 0.36 -0.42 -0.5226
C -4.71 1.54 0.53 -0.9050
H -4.01 2.30 0.20 0.3525
H -4.54 1.25 1.56 0.4857
S -6.41 2.25 0.48 1.2114
O -6.88 2.41 1.83 -0.6722
O -6.44 3.40 -0.37 -0.6793
C -7.23 0.82 -0.32 -0.8099
C -6.21 -0.28 -0.16 -0.6760
H -6.25 -0.68 0.85 0.3241
H -6.38 -1.09 -0.87 0.4016
H -8.17 0.63 0.20 0.4650
H -7.41 1.09 -1.35 0.3967
H -4.83 0.74 -1.45 0.4570
H -2.94 -2.06 0.90 0.6918
H -4.02 -0.92 1.67 0.4117
```

Of them, #B has the lowest stability.

#A
This record from the Open Molecules 2025 dataset describes a 2-piece molecular cluster, C4H9N2O overall. The level of theory is ωB97M-V with the def2-TZVPD basis set.

Results
**HOMO (spin up / spin down)**: -10.3 / -10.3 eV
**Charge**: +1
**Multiplicity**: 1

Geometry as XYZ:
```
16
Properties=species:S:1:pos:R:3:mulliken_charge:R:1
C -0.62 -0.98 1.74 0.0015
C -2.77 -0.14 2.22 -0.2992
C 1.83 0.62 -1.30 0.2351
C 1.13 1.29 -2.36 -0.9772
N -1.68 -0.42 1.68 -0.2013
N 0.14 -1.74 1.02 -0.4409
O 1.51 0.60 -0.07 -0.2258
H -3.25 -0.74 2.93 0.2723
H -3.13 0.86 2.05 0.1969
H 2.56 -0.11 -1.50 0.4368
H 0.28 1.80 -2.09 0.4294
H 0.75 0.37 -2.95 0.3188
H 1.75 1.79 -2.94 0.3592
H 0.77 1.30 -0.01 0.3888
H -0.32 -2.34 0.29 0.2399
H 1.05 -2.15 1.29 0.2656
```

#B
This record from the Open Molecules 2025 dataset describes an isolated ion of composition C4H9N2O and charge +1. The level of theory is ωB97M-V with the def2-TZVPD basis set.

Results
**HOMO**: -13.0 eV
**Charge**: +1
**Multiplicity**: 1

Geometry as XYZ:
```
16
Properties=species:S:1:pos:R:3:mulliken_charge:R:1
C -0.47 1.43 1.20 -0.4708
C -1.17 -0.30 -0.82 -0.5564
C 1.09 -0.86 -0.12 -0.3711
C -0.63 0.10 0.55 0.5263
N -1.19 0.29 1.76 -0.4864
N 0.18 -0.60 -1.37 -0.0789
O 2.10 -0.08 -0.15 -0.4554
H 0.53 1.49 1.60 0.2544
H -0.94 2.56 1.05 0.2431
H -1.84 -1.11 -0.95 0.3278
H -1.70 0.52 -1.41 0.2874
H 1.09 -1.92 -0.07 0.4695
H -0.95 -0.04 2.67 0.2786
H 0.30 -1.40 -1.97 0.3274
H 0.57 0.25 -1.66 0.3406
H 3.04 -0.33 -0.29 0.3638
```

#C
This record from the Open Molecules 2025 dataset describes a 2-piece molecular cluster, C4H9N2O overall. The level of theory is ωB97M-V with the def2-TZVPD basis set.

Results
**HOMO**: -12.1 eV
**Charge**: +1
**Multiplicity**: 1

Geometry as XYZ:
```
16
Properties=species:S:1:pos:R:3:mulliken_charge:R:1
C -4.07 -1.06 0.26 0.5675
C -2.12 0.61 0.58 -0.1687
C -0.37 0.40 -1.16 -0.6856
C -1.27 -0.11 -0.38 0.0227
N -4.16 -2.23 0.18 -0.1234
N 6.29 0.51 0.05 -0.6733
O -3.67 0.04 0.41 -0.2788
H -2.14 1.67 0.57 0.3478
H -2.00 0.25 1.67 0.2621
H 0.52 -0.03 -1.55 0.3005
H -1.23 -1.19 -0.18 0.2371
H -0.38 1.46 -1.33 0.2321
H -4.48 -3.12 0.34 0.2864
H 5.71 1.30 -0.23 0.2109
H 6.14 0.58 1.05 0.2216
H 7.23 0.92 -0.27 0.2410
```

#D
This record from the Open Molecules 2025 dataset describes C4H9N2O as an isolated structure. The level of theory is ωB97M-V with the def2-TZVPD basis set.

Results
**HOMO**: -15.2 eV
**Charge**: +1
**Multiplicity**: 1

Geometry as XYZ:
```
16
Properties=species:S:1:pos:R:3:mulliken_charge:R:1
C 1.38 -1.34 -0.22 -0.2599
C -0.95 -0.81 0.02 0.6753
C -2.67 0.91 -0.63 -0.7127
C 1.80 0.72 1.04 -0.7297
N -1.60 0.16 -0.13 -0.0665
N 1.46 -0.01 -0.24 -0.2302
O -0.28 -1.86 0.27 -0.4898
H 1.65 -2.10 0.54 0.2864
H 1.36 -1.89 -1.16 0.3710
H -3.50 1.00 0.14 0.2912
H -2.49 1.79 -1.11 0.3150
H -3.12 0.23 -1.41 0.3290
H 2.77 0.21 1.40 0.3004
H 1.04 0.67 1.88 0.2746
H 1.99 1.77 0.58 0.3253
H 1.17 0.55 -1.00 0.3207
```

Of them, #A has the lowest stability.

#A
This record from the Open Molecules 2025 dataset describes one molecule with the formula C7H9BrSi. The level of theory is ωB97M-V with the def2-TZVPD basis set.

Results
**SMILES**: C[Si@H](Br)c1ccccc1
**HOMO**: -9.3 eV
**Multiplicity**: 1

Geometry as XYZ:
```
18
Properties=species:S:1:pos:R:3:mulliken_charge:R:1
C -2.67 0.58 -0.64 -0.3589
C -2.19 -0.36 0.23 -0.5987
C -1.77 1.27 -1.49 -0.4330
C -0.82 -0.56 0.38 -0.1508
C -0.43 1.11 -1.29 -0.3347
C 0.08 0.25 -0.31 0.1705
C 2.36 -1.52 1.31 -0.9945
Si 1.96 0.04 0.12 0.6541
Br 2.09 2.01 1.49 -0.3500
H -3.66 1.01 -0.80 0.3358
H -2.80 -1.01 0.83 0.3461
H -2.26 1.87 -2.23 0.3711
H -0.48 -1.45 0.86 0.3413
H 0.32 1.73 -1.82 0.2418
H 3.42 -1.52 1.42 0.3446
H 1.89 -1.46 2.26 0.2966
H 2.09 -2.37 0.61 0.2758
H 2.87 0.39 -0.91 -0.1571
```

#B
This record from the Open Molecules 2025 dataset describes C7H9BrSi as an isolated structure. The level of theory is ωB97M-V with the def2-TZVPD basis set.

Results
**HOMO**: -7.1 eV
**Multiplicity**: 1

Geometry as XYZ:
```
18
Properties=species:S:1:pos:R:3:mulliken_charge:R:1
C -0.37 1.25 1.19 -0.5604
C 0.03 1.93 0.02 -0.0909
C -0.35 -0.08 1.30 -0.7303
C 0.77 1.28 -0.93 -0.7060
C 0.15 -0.85 0.22 -0.4900
C 1.21 -0.05 -0.58 0.6826
C 2.53 -0.42 -0.68 -1.0660
Si -2.16 -1.58 -0.32 0.4862
Br -3.54 0.02 0.13 -0.1424
H -0.73 1.84 1.96 0.4951
H -0.05 3.04 -0.11 0.3096
H -0.75 -0.77 2.03 0.4314
H 1.39 1.69 -1.74 0.3337
H 0.21 -1.89 0.08 0.5552
H 3.24 0.31 -1.08 0.2779
H 2.80 -1.40 -0.39 0.3335
H -2.30 -2.54 0.77 -0.0623
H -2.09 -1.79 -1.84 -0.0570
```

Of them, #B has the lowest stability.

#A
This record from the Open Molecules 2025 dataset describes one molecule with the formula C2H5NO. The level of theory is ωB97M-V with the def2-TZVPD basis set.

Results
**SMILES**: CNC=O
**HOMO**: -9.9 eV
**Multiplicity**: 1

Geometry as XYZ:
```
9
Properties=species:S:1:pos:R:3:mulliken_charge:R:1
C -1.06 0.03 0.33 -0.7309
N 0.12 0.33 -0.44 -0.1501
C 1.32 -0.23 -0.16 0.0698
O 1.54 -1.00 0.76 -0.5614
H -0.74 -0.28 1.33 0.2729
H -1.69 0.92 0.43 0.2970
H -1.64 -0.77 -0.12 0.2582
H 0.04 0.90 -1.27 0.2155
H 2.11 0.11 -0.85 0.3290
```

#B
This record from the Open Molecules 2025 dataset describes a 2-piece molecular cluster, C2H5NO overall. The level of theory is ωB97M-V with the def2-TZVPD basis set.

Results
**HOMO**: -8.0 eV
**Multiplicity**: 1

Geometry as XYZ:
```
9
Properties=species:S:1:pos:R:3:mulliken_charge:R:1
C -1.24 -0.39 -2.28 -0.4003
C 0.66 -0.50 -0.72 -0.3056
N -0.24 -0.29 -1.47 -0.0184
O 1.32 0.58 3.03 -0.6467
H -2.16 -0.44 -1.68 0.2160
H -1.15 0.27 -3.17 0.2131
H 0.85 -0.22 2.52 0.3446
H 1.14 0.10 0.05 0.2878
H 0.81 0.89 3.73 0.3093
```

#C
This record from the Open Molecules 2025 dataset describes one molecule with the formula C2H5NO. The level of theory is ωB97M-V with the def2-TZVPD basis set.

Results
**SMILES**: CC(N)=O
**HOMO**: -9.5 eV
**Multiplicity**: 1

Geometry as XYZ:
```
9
Properties=species:S:1:pos:R:3:mulliken_charge:R:1
C 0.94 -0.54 0.13 -0.8550
C -0.09 0.35 -0.59 0.7472
N -1.33 0.16 -0.17 -0.4778
O 0.11 1.49 -0.99 -0.6182
H 0.41 -0.92 1.11 0.1890
H 1.56 -1.16 -0.44 0.2783
H 1.85 -0.06 0.62 0.2733
H -2.00 0.97 -0.39 0.2605
H -1.44 -0.30 0.71 0.2027
```

#D
This record from the Open Molecules 2025 dataset describes one molecule with the formula C2H5NO. The level of theory is ωB97M-V with the def2-TZVPD basis set.

Results
**HOMO**: -8.5 eV
**Multiplicity**: 1

Geometry as XYZ:
```
9
Properties=species:S:1:pos:R:3:mulliken_charge:R:1
C -1.43 0.47 0.06 -0.5027
C 0.48 -0.55 -0.23 -0.4730
O -0.01 0.67 -0.01 -0.2213
N 1.78 -0.54 -0.05 -0.0750
H -1.77 0.92 0.99 0.2108
H -1.70 -0.59 0.05 0.3787
H -1.86 0.96 -0.79 0.2129
H 2.26 0.31 0.19 0.2005
H 2.30 -1.38 -0.20 0.2691
```

Of them, #B has the lowest stability.

#A
This record from the Open Molecules 2025 dataset describes a 2-piece molecular cluster, C3H5NOS2 overall. The level of theory is ωB97M-V with the def2-TZVPD basis set.

Results
**HOMO (spin up / spin down)**: -8.0 / -7.9 eV
**Multiplicity**: 1

Geometry as XYZ:
```
12
Properties=species:S:1:pos:R:3:mulliken_charge:R:1
C 0.53 0.53 0.17 0.0442
C 1.84 0.78 0.74 -0.3509
C -0.65 0.38 0.75 -0.0341
N -1.67 -1.60 -1.80 -0.6525
O 3.17 1.87 2.65 -0.5196
S -2.09 0.41 1.34 -0.2939
S 1.82 1.47 2.31 0.3429
H 0.59 0.23 -0.83 0.3612
H 2.70 0.80 0.20 0.4439
H -2.24 -2.04 -1.07 0.2066
H -1.99 -2.17 -2.56 0.2293
H -2.01 -0.66 -1.91 0.2228
```

#B
This record from the Open Molecules 2025 dataset describes one molecule with the formula C3H5NOS2. The level of theory is ωB97M-V with the def2-TZVPD basis set.

Results
**HOMO (spin up / spin down)**: -9.0 / -6.4 eV
**Multiplicity**: 1

Geometry as XYZ:
```
12
Properties=species:S:1:pos:R:3:mulliken_charge:R:1
C 1.94 -0.06 0.33 0.1829
C -0.48 -0.72 0.41 -0.7715
C -1.32 0.14 -0.46 -0.4402
N 0.97 -0.73 -0.09 -0.1426
O 0.37 1.90 0.42 -0.3723
S 3.42 0.41 0.21 -0.3778
S -0.98 1.87 -0.14 0.2936
H -0.34 -0.05 1.33 0.4062
H -0.76 -1.78 0.65 0.3467
H -1.25 0.07 -1.55 0.3783
H -2.47 0.05 -0.08 0.2864
H 0.90 -1.11 -1.03 0.2103
```

Of them, #B has the lowest stability.

#A
This record from the Open Molecules 2025 dataset describes one molecule with the formula C3H5NOS2. The level of theory is ωB97M-V with the def2-TZVPD basis set.

Results
**SMILES**: O[C@@H]1CN(S)C1=S
**HOMO**: -8.8 eV
**Multiplicity**: 1

Geometry as XYZ:
```
12
Properties=species:S:1:pos:R:3:mulliken_charge:R:1
C 1.04 -0.17 0.43 0.3107
C -0.12 -1.17 0.12 -0.5983
C -0.04 0.95 0.18 -0.0035
H 2.27 0.77 -0.63 0.3413
H 1.33 -0.18 1.54 0.2214
H -0.39 -1.97 0.85 0.2613
H 0.05 -1.64 -0.82 0.2660
H -2.59 0.70 -1.36 0.1540
N -1.00 0.04 0.11 -0.0113
O 2.13 -0.19 -0.45 -0.5080
S -2.66 0.26 -0.04 -0.1282
S -0.02 2.60 0.06 -0.3056
```

#B
This record from the Open Molecules 2025 dataset describes one molecule with the formula C3H5NOS2. The level of theory is ωB97M-V with the def2-TZVPD basis set.

Results
**SMILES**: S=C(NS)[C@H]1CO1
**HOMO**: -8.7 eV
**Multiplicity**: 1

Geometry as XYZ:
```
12
Properties=species:S:1:pos:R:3:mulliken_charge:R:1
C -0.87 0.62 0.10 0.1024
C 0.00 -0.67 -0.09 0.0512
C 0.52 -1.11 -1.35 -0.3367
H 1.58 0.98 1.18 0.2427
H -1.37 2.07 1.24 0.3071
H -0.38 -1.53 0.43 0.2735
H 0.50 -2.22 -1.51 0.2241
H 0.80 -0.42 -2.25 0.2329
N -0.57 1.32 1.17 -0.1808
O 1.36 -0.65 -0.16 -0.4351
S 0.57 0.63 2.22 -0.1723
S -2.13 0.98 -0.98 -0.3090
```

Of them, #B has the lowest stability.